Entry 1:
DFT (the ωB97M-V functional and the def2-TZVPD basis) results for C40H54BrN9O6Re as an isolated structure in a non-equilibrium geometry.

ORCA input file:
```
! RIJCOSX wB97M-V def2-TZVPD def2/J DEFGRID3
* xyz 2 2
Re 0.62993 0.44806 0.01156
Br -0.03627 2.38076 -1.57174
O 0.46453 -1.27424 1.28536
O -2.12217 -4.20804 -3.83334
O 0.36413 -0.98344 -1.43664
O 0.72403 3.26956 3.24506
O 0.53753 2.08326 1.40116
O -1.45247 0.44786 0.29936
N 6.73183 -0.52464 -1.70874
N 7.55353 -0.33464 -0.65804
N 2.76353 0.54866 -1.08244
N 0.43693 1.54466 5.21136
N 2.41863 0.40826 2.19786
N 7.87873 -1.43604 -0.14924
N 4.69343 0.59396 -2.14184
N -0.99267 0.77706 3.58746
N 0.09613 -0.74114 4.94176
C -1.73737 -3.72764 -5.10714
C -2.32657 1.14866 -0.35034
C -4.54997 4.55066 -3.62424
C -0.77957 -2.68844 -0.20344
C 5.72603 -2.62714 -2.71764
C 2.54813 0.38786 -2.42844
C 6.50123 -4.58134 -1.49084
C 1.62883 1.42606 6.02836
C 2.85653 1.04326 5.19176
C -4.58417 1.83236 -0.91704
C 4.88523 0.93706 0.28196
C -5.34487 0.79826 1.72296
C -0.46977 -3.19934 2.23946
C -0.39067 -2.02084 -1.42424
C -0.81197 -2.55464 -2.66054
C -5.28407 -0.94094 -0.09424
C 1.15163 2.44616 2.44746
C 7.28313 -3.83754 -0.63714
C -2.79657 2.92126 -2.02664
C -3.74667 1.01456 -0.17664
C -1.94377 2.13366 -1.29404
C -3.49567 -0.82444 1.61266
C -1.68157 -3.77954 -0.31354
C -5.19277 3.57126 -2.63954
C -4.17187 2.77856 -1.85304
C -2.11517 -4.23984 -1.51484
C -0.14027 0.53596 4.58376
C 3.72993 0.40366 -3.08934
C 5.73803 -3.98874 -2.50784
C -6.07937 4.36636 -1.66804
C 6.50623 -1.86714 -1.85794
C -1.65727 -3.64724 -2.72544
C 6.11903 0.57076 -2.39424
C -4.43617 0.01976 0.75496
C -6.06797 2.58426 -3.43134
C -0.23117 -2.30724 1.04576
C 4.07923 0.68176 -0.93654
C 2.52983 1.77396 2.66356
C 7.27583 -2.45594 -0.82324
C 3.16963 2.01966 4.04936
H 6.47173 -5.65424 -1.38524
H -3.04067 -0.19574 2.37186
H 0.34243 2.46396 4.76266
H 0.26043 -2.96384 3.00696
H 1.47353 0.69466 6.82526
H 1.94413 -0.19494 2.85966
H -2.06367 -4.23874 0.58346
H -2.38907 3.64026 -2.71764
H 6.60433 1.48926 -2.04444
H -5.77237 0.11276 2.44966
H -3.93127 4.03246 -4.35394
H -6.16447 1.28266 1.20606
H -6.78597 3.13926 -4.02844
H -0.65117 -3.74994 -5.22524
H -2.10797 -2.71234 -5.27174
H 5.14363 -2.17524 -3.50534
H -5.33587 5.07186 -4.16504
H -1.29087 0.03146 2.97626
H -6.79257 4.95536 -2.23814
H -1.04987 1.71336 3.21116
H -5.47607 5.04156 -1.06614
H -3.95137 5.29616 -3.10534
H -5.45587 1.98166 -4.09864
H 1.79393 2.39636 6.49826
H -0.52447 -1.45404 4.59126
H 3.95063 0.32486 -4.13254
H -2.73117 -1.30624 1.01246
H -6.63627 3.71266 -1.00244
H 4.41733 1.70606 0.88856
H 2.75173 0.02416 4.81296
H 5.02153 0.03226 0.87406
H -6.61907 1.91896 -2.77234
H 5.87943 1.28556 0.01336
H -0.47597 -2.05374 -3.55534
H -4.07217 -1.59694 2.11776
H 3.70893 1.03966 5.87156
H -2.80627 -5.06464 -1.59524
H 4.24993 2.00626 3.89786
H 3.13983 2.32816 1.93746
H -1.47387 -3.01924 2.61706
H 0.50413 -0.92434 5.84586
H -2.19937 -4.40594 -5.82294
H -5.83687 -1.61124 0.55796
H 5.14453 -4.62194 -3.14934
H -0.38257 -4.24614 1.97196
H 2.88413 3.03016 4.34676
H 7.88003 -4.28604 0.13946
H -6.00207 -0.40384 -0.70374
H 1.57143 0.24786 -2.83864
H 3.30993 -0.00264 1.95516
H -4.78157 1.56366 2.25286
H 6.27253 0.47746 -3.47444
H -4.65637 -1.54104 -0.75014
H -5.64577 1.72426 -0.76664
*
```

Calculated values
- E_tot: -5152.7272 a.u.
- Highest occupied orbital energy (alpha / beta): -12.564 / -12.719 eV
- E_LUMO (alpha / beta): -7.4 / -6.7 eV
- Kohn-Sham gap (alpha / beta): 5.15 / 6.02 eV

Löwdin population analysis, charges in e, atoms 1 to 5: Re 1.586; Br 1.001; O -0.145; O -0.032; O -0.211

Entry 2:
DFT (the ωB97M-V functional and the def2-TZVPD basis) results for C30H50P2PtSe as an isolated structure in a non-equilibrium geometry.

ORCA input file:
```
! RIJCOSX wB97M-V def2-TZVPD def2/J DEFGRID3
* xyz 2 5
Pt -0.09630 -0.56305 -2.37472
Se 1.73245 -0.41461 2.83410
P 1.20188 -3.87098 -0.35556
P 2.25042 2.28394 1.08662
C 1.27454 -4.12326 1.48778
C 0.19835 -1.96466 4.68873
C -1.84048 -1.38656 1.57422
C 0.79194 -0.70160 4.41115
C 2.25420 3.63350 -0.17603
C -1.07419 -0.84429 -4.10213
C -1.32940 1.65134 2.12091
C -1.21364 0.52004 -4.76842
C 2.14394 0.29023 -4.08813
C -0.93541 -1.06600 6.64813
C -3.17383 0.94908 -1.02566
C -2.01765 1.10383 0.93704
C 0.35627 -5.35258 -1.03643
C 3.99104 1.70372 0.84622
C 2.87992 -4.35814 -0.93413
C 0.58216 0.33563 5.36071
C 0.18199 1.31325 -2.68707
C 1.42437 -0.87231 -4.85249
C -0.29114 0.16501 6.43460
C -3.45952 -1.60096 -1.17070
C 1.52443 0.60874 -2.71168
C -2.26343 -0.27257 0.69661
C -0.68356 -2.12289 5.75577
C -2.42182 3.31764 -0.30927
C 0.30784 -1.53213 -4.06568
C -2.53392 1.85003 -0.14556
C -2.99294 -0.36815 -0.51239
C -3.94627 1.33355 -2.22012
C 2.43779 3.26486 2.65036
C -0.34351 1.68854 -4.08416
H -1.59532 3.69298 0.30482
H 1.23753 -5.93262 -1.42850
H -0.10896 1.77780 -1.66949
H 2.16393 -1.63415 -5.09185
H -0.76999 -1.26472 1.82117
H -4.22397 0.44608 -2.79724
H -4.52205 -1.50121 -1.43877
H -0.10269 -5.76196 -0.11687
H 1.10739 1.27892 5.20198
H 1.55426 -3.15191 1.99882
H 2.16940 3.15061 -1.16417
H 0.26178 -4.44438 1.86189
H -0.95247 0.45408 -5.81811
H 1.36418 4.26483 -0.05422
H 1.59921 3.95463 2.76969
H 4.71360 2.52685 0.95011
H 0.62049 1.85106 -4.68028
H -3.33697 3.84654 -0.00068
H -0.39976 -5.11330 -1.83310
H -1.87141 1.42252 3.05088
H -2.21187 3.56542 -1.35731
H 3.61935 -3.70889 -0.41870
H -0.33327 1.18308 2.18394
H 2.96205 -4.16845 -2.02669
H -1.04054 2.51922 -3.91338
H 3.15472 4.26785 -0.12953
H -2.40721 -1.40966 2.52381
H -3.37622 2.03401 -2.84788
H -0.47665 0.98729 7.13129
H -2.00012 -2.35861 1.09188
H -2.85614 -1.75532 -2.08460
H 0.96008 -0.51183 -5.75709
H -3.38470 -2.48021 -0.51833
H -2.26433 0.78514 -4.67433
H 2.90226 -5.45066 -0.67748
H 0.36361 -2.65927 -3.98731
H -1.17883 -3.08524 5.90729
H 0.42426 -2.79983 4.02264
H -1.21946 2.73861 2.04750
H -1.60631 -1.20368 7.50053
H 3.18335 0.00306 -3.94302
H 4.22407 0.89746 1.55224
H 2.09473 1.16804 -4.72486
H 3.36996 3.83076 2.70401
H 2.22078 1.05734 -1.93568
H 4.06558 1.27861 -0.16441
H 2.05739 -4.97062 1.45651
H -1.96500 -1.54188 -4.15520
H -4.87916 1.84555 -1.92831
H 2.39664 2.57448 3.49489
*
```

Calculated values
- E_tot: -4375.7399 a.u.
- Highest occupied orbital energy (alpha / beta): -12.706 / -12.720 eV
- E_LUMO (alpha / beta): -6.6 / -8.3 eV
- Kohn-Sham gap (alpha / beta): 6.13 / 4.41 eV

Löwdin population analysis, charges in e, atoms 1 to 5: Pt 1.216; Se 0.821; P 0.706; P 0.699; C -0.310

Entry 3:
DFT (the ωB97M-V functional and the def2-TZVPD basis) results for a 2-piece molecular cluster, C4H12 overall in a non-equilibrium geometry.

ORCA input file:
```
! RIJCOSX wB97M-V def2-TZVPD def2/J DEFGRID3
* xyz 0 1
C -1.86878 -0.14765 -0.05763
C -2.68252 0.12943 1.27557
C 2.10863 -0.74289 -0.89404
C 2.31881 0.59996 -0.37460
H -3.33952 1.11487 1.23619
H -2.36802 -0.56541 -0.83939
H -1.95576 0.56272 2.03769
H -0.98687 -0.72695 0.30192
H -3.17316 -0.64726 1.76460
H -1.66968 0.74534 -0.69774
H 2.48802 -1.49824 0.01259
H 1.05711 -1.08792 -1.11229
H 3.30574 0.72402 0.07938
H 2.33410 1.30803 -1.30141
H 1.55679 1.12730 0.21851
H 2.87512 -0.89536 -1.64936
*
```

Calculated values
- E_tot: -159.5240 a.u.
- Highest occupied orbital energy: -10.767 eV
- E_LUMO: 1.1 eV
- Kohn-Sham gap: 11.87 eV

Löwdin population analysis, charges in e, atoms 1 to 5: C -0.157; C -0.159; C -0.221; C -0.240; H 0.092

Entry 4:
DFT (the ωB97M-V functional and the def2-TZVPD basis) results for a 2-piece molecular cluster, C2H5OS overall.

ORCA input file:
```
! RIJCOSX wB97M-V def2-TZVPD def2/J DEFGRID3
* xyz -1 1
S 1.45007 0.96798 2.31750
O -1.25933 -1.40820 -2.11055
C -0.31657 -0.27617 -0.20924
C -0.70441 -0.44303 -1.64796
H 0.57582 -0.82942 0.07867
H 2.06039 1.40721 3.43123
H -0.17261 0.77062 0.04394
H -0.48170 0.41347 -2.31855
H -1.15166 -0.60245 0.41497
*
```

Calculated values
- E_tot: -552.6508 a.u.
- Highest occupied orbital energy: -2.693 eV
- E_LUMO: 3.7 eV
- Kohn-Sham gap: 6.41 eV

Löwdin population analysis, charges in e, atoms 1 to 5: S -0.307; O 0.004; C -0.124; C -0.334; H 0.057

Entry 5:
DFT (the ωB97M-V functional and the def2-TZVPD basis) results for a 2-piece molecular cluster, C4H13NO overall in a non-equilibrium geometry.

ORCA input file:
```
! RIJCOSX wB97M-V def2-TZVPD def2/J DEFGRID3
* xyz 0 1
O 1.49251 -4.49519 2.89322
N 0.70010 1.46140 0.42669
C -1.34987 2.63861 -0.45422
C -0.25089 1.56022 -0.65033
C -0.86126 0.21791 -0.97417
C -0.04544 -0.69439 -1.90216
H -0.35330 -1.72026 -1.68425
H -0.89069 3.50093 0.03586
H -2.07061 2.24586 0.27237
H -0.97410 -0.33746 -0.04521
H 0.31719 1.90935 -1.52236
H 1.03083 -0.59545 -1.77086
H -1.87602 0.20053 -1.29401
H 1.42177 -4.41599 3.84956
H 1.38486 2.20037 0.41103
H 1.69470 -3.62796 2.53036
H -0.26420 -0.51425 -2.95744
H -1.79069 2.90997 -1.40575
H 0.39153 1.22071 1.34609
*
```

Calculated values
- E_tot: -290.1778 a.u.
- Highest occupied orbital energy: -8.950 eV
- E_LUMO: 0.8 eV
- Kohn-Sham gap: 9.76 eV

Löwdin population analysis, charges in e, atoms 1 to 5: O -0.062; N 0.035; C -0.070; C -0.489; C -0.247

Entry 6:
DFT (the ωB97M-V functional and the def2-TZVPD basis) results for C4H4ClNS in the gas phase in a non-equilibrium geometry.

ORCA input file:
```
! RIJCOSX wB97M-V def2-TZVPD def2/J DEFGRID3
* xyz 0 3
Cl -3.07615 -0.79520 0.76274
S -0.28415 -1.20388 -0.30521
N 1.27765 2.08239 0.55104
C 0.39574 1.34187 0.62557
C -0.53692 0.33832 0.45217
C -2.03967 0.48956 1.09600
C 1.34364 -0.94010 -1.04742
H 2.21657 -0.52516 -0.36863
H 1.89216 -1.87489 -1.44093
H -2.60464 1.31248 1.58130
H 1.41576 -0.22539 -1.90663
*
```

Calculated values
- E_tot: -1067.7924 a.u.
- Highest occupied orbital energy (alpha / beta): -7.163 / -10.360 eV
- E_LUMO (alpha / beta): 0.5 / -2.0 eV
- Kohn-Sham gap (alpha / beta): 7.71 / 8.33 eV

Löwdin population analysis, charges in e, atoms 1 to 5: Cl 0.599; S 0.887; N 0.158; C -0.327; C -0.578